1.
Density functional theory data (wB97M-V/def2-TZVPD) for a molecular structure, C38H56BBrCl9F6N3O16PS4 in a non-equilibrium geometry.

Each line ends with the Löwdin charge.
CARTESIAN COORDINATES (ANGSTROEM)
Br 2.368 1.163 3.060  -0.461
Cl -1.453 5.634 3.024  0.369
Cl -4.160 -5.653 -7.561  0.552
Cl 4.254 9.928 0.304  0.537
Cl -4.371 -7.889 -10.135  0.523
Cl 0.699 -5.867 -2.204  0.515
Cl 1.113 -7.717 0.028  0.548
Cl -4.420 -1.398 -2.058  0.519
Cl -2.208 -3.298 -1.950  0.514
Cl 1.555 9.604 1.391  0.550
S 5.397 2.628 -6.056  0.599
S -1.022 -3.539 10.566  0.561
S -2.018 -4.022 8.111  0.562
S 0.373 0.703 -1.904  0.879
P -1.135 6.067 1.059  0.640
F -2.678 -4.272 12.493  0.118
F -2.711 -2.157 12.063  0.118
F -4.441 -2.999 7.818  0.117
F -1.038 -3.015 13.131  0.125
F -3.850 -4.396 6.278  0.124
F -4.423 -5.117 8.234  0.120
O 2.434 1.447 9.559  0.089
O 4.060 3.035 -6.286  -0.208
O -0.256 -4.725 10.823  -0.290
O -3.548 -6.508 0.541  -0.075
O -1.484 -2.919 7.363  -0.298
O 2.131 6.331 -1.304  0.140
O 6.214 2.796 -7.421  -0.184
O -0.271 -2.338 10.332  -0.296
O -2.139 3.212 1.392  -0.081
O 5.464 1.035 -5.974  -0.177
O 6.174 3.160 -4.998  -0.222
O -1.470 -5.316 7.822  -0.289
O 0.300 1.881 4.732  -0.143
O 0.402 6.598 1.070  -0.344
O 3.651 2.399 -2.425  -0.109
O -6.843 -5.888 -4.902  -0.166
N -0.898 2.202 -0.184  0.180
N -2.295 -3.728 9.644  -0.302
N -1.185 3.310 0.415  -0.114
C -1.913 -3.229 12.147  -0.685
C 1.507 3.498 -2.744  -0.079
C 1.874 2.842 7.755  0.009
C 6.902 1.574 -7.726  -0.160
C 0.218 4.638 -0.892  -0.003
C 1.340 2.948 6.542  0.014
C 7.246 4.507 -1.213  -0.084
C -1.666 2.306 2.432  -0.222
C 0.863 0.463 6.524  0.032
C -0.687 4.514 0.170  -0.222
C -2.675 -1.619 -2.235  -1.034
C 6.211 4.546 0.947  -0.075
C 1.944 1.533 8.450  -0.388
C 2.860 8.860 0.439  -1.016
C -7.471 -5.437 -2.664  -0.162
C -3.507 -7.507 -0.471  -0.318
C 0.791 1.770 5.839  -0.453
C 1.797 -6.392 -0.917  -0.992
C 4.332 2.060 -1.214  -0.133
C -5.807 -5.093 -4.307  -0.212
C -0.203 7.135 -1.931  0.002
C 3.017 3.652 -2.358  -0.339
C -5.117 -8.028 -8.518  -0.663
C 5.310 3.584 0.500  -0.026
C -5.548 -6.695 -7.967  -0.655
C -2.504 2.383 3.692  -0.063
C -7.955 -5.972 -4.006  -0.202
C 5.985 0.492 -7.195  -0.156
C 6.350 3.545 -1.658  -0.036
C 3.685 4.587 -3.391  -0.014
C 0.564 3.481 -1.572  -0.114
C -6.426 -4.411 -3.097  -0.179
C 5.364 3.075 -0.797  -0.204
C 1.396 0.352 7.742  0.038
C -2.232 -7.426 -1.290  -0.124
C -0.011 2.257 -1.157  -0.513
C 7.181 5.023 0.076  -0.095
C -3.779 -4.140 7.586  -0.685
B 0.803 6.046 -1.376  -0.540
H -4.401 -8.515 -7.862  0.068
H 7.999 4.891 -1.886  0.098
H -1.244 6.875 -1.763  0.054
H -0.024 7.350 -2.984  0.077
H -2.206 -8.206 -2.055  0.079
H -3.579 -8.468 0.037  0.111
H -6.110 -6.839 -7.045  0.055
H -4.991 -5.760 -4.010  0.117
H 2.721 -6.729 -1.370  0.021
H -5.425 -4.389 -5.045  0.099
H -8.274 -5.019 -2.060  0.113
H 4.548 3.226 1.178  0.089
H -1.807 2.107 4.466  0.058
H 7.857 5.788 0.425  0.095
H -5.986 -8.675 -8.626  0.071
H 0.453 -0.381 5.986  0.127
H -8.296 -7.007 -3.952  0.115
H -6.174 -6.156 -8.673  0.070
H 3.053 4.086 -1.364  0.134
H 4.223 5.408 -2.922  0.084
H 2.501 6.621 -2.145  0.115
H 2.280 3.692 8.289  0.112
H 3.640 1.857 -0.396  0.109
H 0.015 8.060 -1.400  0.068
H 5.151 0.304 -7.872  0.135
H 4.405 4.004 -3.953  0.036
H 7.071 1.497 -8.796  0.135
H 1.983 -5.554 -0.257  0.030
H 6.104 4.900 1.959  0.102
H 2.978 4.978 -4.120  0.080
H -3.019 3.322 3.855  0.055
H -2.169 -0.985 -1.516  -0.010
H -2.389 -1.348 -3.244  0.022
H -3.498 -5.647 0.113  0.063
H -6.917 -3.483 -3.398  0.112
H -3.265 1.609 3.658  0.080
H -1.692 1.283 2.078  0.119
H -1.354 -7.531 -0.652  -0.002
H -8.769 -5.359 -4.407  0.116
H -2.155 -6.454 -1.783  0.026
H -0.627 2.528 2.678  0.079
H -4.385 -7.396 -1.121  0.096
H 0.411 7.421 1.585  -0.003
H 6.417 3.163 -2.662  0.090
H 6.507 -0.439 -6.994  0.137
H 1.151 0.186 -0.941  -0.080
H 7.861 1.579 -7.204  0.135
H -6.994 -6.235 -2.091  0.109
H 1.198 4.328 -3.375  0.119
H 3.164 7.943 0.930  0.036
H 1.280 3.892 6.013  0.114
H -5.694 -4.174 -2.327  0.083
H 1.398 2.588 -3.317  0.089
H 4.832 1.115 -1.414  0.135
H 1.451 -0.593 8.269  0.124
H 2.482 8.650 -0.554  0.006

Charge: -1
Kohn-Sham gap (eV): 4.2
Total energy (eV): -329897.4324
HOMO energy (Eh): -0.177
LUMO (eV): -0.5756

2.
Density functional theory data (wB97M-V/def2-TZVPD) for a molecular structure, C38H56BIrN8O4S2.

Each line ends with the Löwdin charge.
CARTESIAN COORDINATES (ANGSTROEM)
Ir -0.138 0.555 0.088  1.206
S -0.079 2.751 -0.729  0.740
S -5.630 -3.311 2.975  0.398
O -4.794 -4.476 2.723  -0.357
O -6.028 -3.141 4.359  -0.346
O -6.674 -3.089 1.992  -0.360
O -1.961 0.567 -0.976  -0.320
N -1.485 0.840 1.702  -0.016
N -2.385 1.726 -1.482  -0.197
N 1.379 0.114 -1.327  -0.037
N 0.090 -1.519 0.496  -0.013
N 2.545 -0.214 -0.676  0.060
N 1.225 1.097 1.562  -0.065
N 2.304 0.293 1.781  0.067
N 1.374 -1.847 0.852  0.060
C -2.050 -2.855 0.044  -0.341
C 3.049 -0.001 -2.795  0.022
C -0.545 2.623 4.245  -0.049
C -3.591 1.690 -2.091  -0.009
C 2.925 -5.119 0.694  -0.051
C 5.033 -0.421 -1.259  -0.339
C 1.060 -0.932 -4.745  -0.057
C -3.788 -0.025 1.430  -0.033
C 1.447 -3.161 1.132  -0.184
C 1.234 2.052 2.537  -0.203
C 2.679 -3.894 1.575  -0.361
C 4.774 -1.252 3.172  -0.056
C 0.835 0.329 -3.893  -0.344
C -0.508 4.126 2.222  -0.099
C -2.552 -0.087 2.047  -0.298
C -1.655 2.858 -1.385  -0.633
C 1.675 0.196 -2.639  -0.214
C 2.542 -4.298 3.046  -0.053
C 5.450 -1.823 -0.802  -0.048
C -2.290 -1.028 3.034  -0.035
C -4.753 -0.969 1.759  -0.038
C 2.980 0.678 2.876  -0.162
C 4.121 0.039 3.651  -0.321
C -2.521 -4.291 0.275  -0.062
C -4.474 -1.961 2.686  -0.247
C -3.431 4.025 -2.523  -0.050
C -0.652 0.560 -3.760  -0.060
C 3.568 -0.246 -1.554  -0.191
C -4.141 2.823 -2.620  -0.036
C -3.253 -1.968 3.352  -0.039
C -2.221 -2.491 -1.427  -0.048
C -0.630 -2.659 0.506  -0.198
C 2.346 1.813 3.337  0.002
C 0.190 -3.696 0.951  0.048
C 0.304 3.156 3.074  -0.345
C 5.544 0.703 -0.354  -0.038
C -2.203 4.037 -1.911  -0.069
C 3.621 -0.201 5.086  -0.056
B 2.513 -0.821 0.743  -0.515
H -1.319 -1.048 3.522  0.119
H 4.963 0.772 0.563  0.064
H 3.845 -5.621 0.994  0.082
H -1.107 -0.132 -3.057  0.059
H -0.848 1.579 -3.450  0.061
H -1.340 3.682 1.679  0.039
H -2.701 -2.233 0.652  0.100
H -3.060 -2.738 4.087  0.126
H 3.254 0.709 5.557  0.069
H 0.621 -1.800 -4.249  0.092
H 3.011 -4.838 -0.356  0.083
H 2.363 -3.429 3.683  0.071
H 5.189 -2.023 0.235  0.039
H -3.277 -2.557 -1.696  0.089
H 4.898 0.809 3.698  0.144
H -1.886 -1.487 -1.640  0.020
H -1.405 2.030 3.930  0.068
H 2.107 -5.835 0.784  0.081
H 5.566 -1.506 3.878  0.091
H -0.940 3.466 4.812  0.088
H -4.047 0.711 -2.109  0.150
H -0.935 4.865 2.903  0.086
H -1.838 1.790 1.689  0.082
H -3.985 0.732 0.684  0.099
H 5.464 1.665 -0.861  0.087
H 4.062 -2.076 3.172  0.059
H -2.577 -4.534 1.336  0.077
H -1.126 0.415 -4.732  0.090
H 5.224 -1.177 2.190  0.054
H -3.534 -4.398 -0.113  0.092
H -3.844 4.938 -2.929  0.115
H 3.448 -4.799 3.392  0.085
H 3.545 -1.340 0.951  0.084
H 1.702 -4.981 3.178  0.088
H 4.983 -2.589 -1.422  0.089
H 2.113 -1.140 -4.918  0.067
H 6.532 -1.926 -0.896  0.084
H -5.108 2.767 -3.096  0.115
H -1.619 4.942 -1.827  0.114
H 4.429 -0.599 5.700  0.083
H 2.808 -0.931 5.082  0.089
H -1.666 -3.191 -2.060  0.090
H 2.620 2.391 4.204  0.126
H -1.876 -5.010 -0.237  0.081
H -0.838 0.800 2.486  0.060
H 0.054 2.012 4.920  0.085
H 0.572 -0.812 -5.713  0.081
H 0.109 4.644 1.496  0.060
H 3.537 -3.232 1.474  0.090
H 1.044 3.804 3.551  0.127
H 3.601 0.037 -3.719  0.123
H -0.099 -4.723 1.079  0.116
H -5.721 -0.979 1.275  0.113
H 6.590 0.540 -0.091  0.085
H 5.503 -0.273 -2.235  0.133
H 1.258 1.180 -4.438  0.143

Kohn-Sham gap (eV): 7.0
Total energy (eV): -85614.4444
HOMO energy (Eh): -0.275
LUMO (eV): -0.4567

3.
Density functional theory data (wB97M-V/def2-TZVPD) for 12 unconnected molecules or ions with the total composition C38H56N4O18 in a non-equilibrium geometry.

Each line ends with the Löwdin charge.
CARTESIAN COORDINATES (ANGSTROEM)
O 1.219 5.390 -0.870  0.027
O -2.540 -3.052 -4.759  0.021
O -1.015 -6.172 1.183  0.129
O -3.748 2.763 -5.837  0.069
O -0.625 0.448 1.239  -0.003
O -2.598 0.050 0.220  0.074
O -2.748 -4.769 1.501  0.078
O 6.149 -2.692 0.647  0.104
O 1.200 -4.912 -1.453  0.055
O 0.386 -0.879 4.070  0.099
O 1.758 0.177 5.509  0.051
O -5.159 1.949 -4.330  0.032
O -0.444 3.976 -0.413  0.069
O -2.003 -2.202 -2.661  0.082
O -2.246 -4.503 -3.041  0.061
O 4.173 -1.857 1.194  0.017
O -0.792 -3.893 1.443  0.064
O 0.587 -5.422 -3.547  0.069
N 3.753 1.827 2.220  0.147
N -5.237 4.522 -1.267  0.144
N 3.507 3.338 -5.384  0.117
N -2.759 2.855 3.184  0.160
C 3.216 -1.868 2.165  -0.181
C 0.976 -4.581 -2.715  -0.456
C -1.629 -2.808 1.601  -0.131
C 0.839 0.535 -0.622  -0.070
C -2.551 -5.205 -4.257  -0.136
C 0.757 0.097 4.680  -0.516
C 0.447 4.728 0.015  -0.428
C 1.293 -3.096 -2.905  -0.056
C -2.270 -3.177 -3.376  -0.447
C -2.189 -4.299 -5.394  -0.115
C -3.963 1.983 -4.894  -0.458
C 2.171 1.504 5.885  -0.116
C 1.660 -3.797 -0.673  -0.125
C -4.933 3.773 -0.488  -0.296
C 0.797 4.946 1.477  -0.071
C -3.273 1.846 3.361  -0.275
C -3.039 1.027 -4.150  -0.075
C 3.527 -3.206 2.921  -0.139
C 2.247 6.053 -0.089  -0.128
C -4.519 2.867 0.567  -0.088
C -5.261 0.958 -3.300  -0.124
C 2.792 3.300 -4.497  -0.253
C 4.415 1.612 1.281  -0.235
C -3.806 0.619 -2.905  -0.150
C 5.269 1.279 0.114  -0.038
C 2.324 -2.941 -1.769  -0.133
C 5.215 -2.625 1.423  -0.481
C 2.134 5.556 1.333  -0.173
C -0.629 0.645 -1.119  -0.061
C -1.459 -5.038 1.369  -0.545
C -3.041 -3.409 1.430  -0.103
C 1.793 3.313 -3.366  -0.055
C 1.293 2.348 4.984  -0.166
C 0.672 0.857 0.937  -0.163
C -3.925 0.536 3.446  -0.049
C 4.979 -3.331 2.743  -0.089
C -1.405 0.307 0.110  -0.431
C 0.181 1.463 4.454  -0.075
H 5.276 -4.377 2.684  0.133
H -0.039 1.736 3.422  0.091
H -2.003 -6.141 -4.371  0.135
H -1.671 -2.259 2.541  0.126
H 3.236 -3.198 3.972  0.124
H -1.135 -4.233 -5.663  0.131
H -3.434 -0.043 4.228  0.081
H -3.396 1.269 -2.132  0.095
H 2.957 -4.000 2.439  0.116
H -4.968 0.697 3.715  0.085
H 2.181 -2.001 1.852  0.115
H 2.112 7.127 -0.223  0.128
H -0.767 1.528 4.988  0.123
H -0.804 0.011 -1.988  0.111
H 0.853 1.867 1.306  0.092
H 0.346 -2.573 -2.770  0.100
H -2.000 1.334 -4.032  0.116
H -3.610 -5.458 -4.216  0.136
H 1.396 1.363 -1.061  0.081
H 1.936 1.788 6.910  0.126
H -3.023 0.151 -4.799  0.124
H -5.814 1.276 -2.416  0.116
H 4.808 1.396 -0.867  0.084
H 0.883 3.173 5.566  0.114
H 2.962 4.929 1.666  0.111
H -3.450 -3.110 0.465  0.132
H -0.813 1.692 -1.360  0.114
H 1.648 -2.968 -3.927  0.130
H 5.624 -2.877 3.496  0.137
H -5.806 0.158 -3.800  0.126
H 1.586 4.323 -3.012  0.064
H 0.049 5.481 2.062  0.142
H -3.711 -0.430 -2.624  0.096
H 3.244 5.877 -0.492  0.125
H 1.297 -0.442 -0.778  0.086
H -3.919 -0.128 2.581  0.068
H -4.783 3.277 1.542  0.070
H 3.253 -3.385 -2.128  0.127
H 2.528 -1.899 -1.524  0.090
H 0.839 2.878 -3.663  0.076
H 0.838 3.951 1.920  0.101
H -3.681 -3.134 2.268  0.129
H -2.729 -4.638 -6.277  0.136
H 3.230 1.629 5.660  0.127
H -1.366 -2.087 0.827  0.105
H 0.915 -3.208 -0.138  0.109
H 6.095 1.982 0.220  0.083
H -4.744 1.803 0.492  0.074
H 2.395 -4.185 0.032  0.123
H 2.087 2.713 -2.505  0.045
H 2.235 6.382 2.037  0.121
H 5.744 0.309 0.263  0.076
H 1.377 0.254 1.509  0.089
H 1.881 2.833 4.205  0.089
H -3.432 2.864 0.480  0.064
H 3.367 -0.989 2.793  0.116

SMILES: O=C1CCCO1.O=C1CCCO1.O=C1CCCO1.O=C1CCCO1.O=C1CCCO1.O=C1CCCO1.O=C1OCCO1.O=C1OCCO1.CC#N.CC#N.CC#N.CC#N
Kohn-Sham gap (eV): 9.6
Total energy (eV): -83127.6869
HOMO energy (Eh): -0.355
LUMO (eV): -0.0254

4.
Density functional theory data (wB97M-V/def2-TZVPD) for 9 unconnected molecules or ions with the total composition C38H56N9O2 in a non-equilibrium geometry.

Each line ends with the Löwdin charge.
CARTESIAN COORDINATES (ANGSTROEM)
O 1.507 -2.434 -3.625  -0.160
O 0.930 -0.017 2.301  -0.188
N 4.621 0.868 5.500  0.006
N -0.747 -5.080 1.214  0.051
N -2.256 1.468 -2.953  0.019
N -2.658 -2.633 0.002  -0.006
N 4.275 1.578 -1.655  -0.012
N -1.033 4.070 5.189  -0.008
N 1.342 -0.440 -8.123  -0.037
N -4.797 0.114 3.243  -0.074
N -0.508 -0.661 -1.052  0.098
C 4.831 1.438 6.647  -0.188
C -1.797 -4.606 2.081  -0.128
C -3.293 -1.410 -0.093  -0.146
C -3.888 1.854 2.512  -0.093
C -3.012 -2.341 -2.255  -0.069
C 0.511 0.433 3.549  -0.104
C -1.063 2.482 -1.254  -0.071
C -0.753 -0.530 -7.495  -0.074
C -2.518 -3.200 -1.309  -0.163
C 4.019 2.899 5.083  -0.067
C 2.061 -3.675 -3.774  -0.078
C 1.428 -0.898 -6.887  -0.212
C -5.913 0.716 2.715  -0.097
C -0.564 4.409 3.065  -0.121
C 0.377 -4.357 1.202  -0.123
C 4.400 2.689 6.593  -0.033
C 0.030 -0.285 -8.571  -0.152
C -5.367 1.827 2.112  -0.042
C -1.236 -3.581 2.663  -0.121
C -0.089 -0.075 1.386  -0.205
C 3.452 0.502 -3.238  -0.092
C -3.541 0.694 3.149  -0.133
C 4.172 1.696 4.485  -0.127
C 0.257 -3.396 2.140  -0.029
C -2.301 1.962 -1.611  -0.134
C 3.728 -0.410 -2.062  -0.092
C 4.165 0.396 -1.086  -0.167
C -3.593 -1.171 -1.443  -0.084
C 0.685 4.188 3.830  -0.086
C 0.188 -0.916 -2.343  -0.095
C -0.995 1.826 -3.579  -0.083
C 0.203 -1.156 -6.453  -0.073
C -1.624 4.367 3.904  -0.109
C 0.304 3.962 5.149  -0.145
C 0.722 -2.354 -2.476  -0.212
C 0.562 -0.589 0.004  -0.079
C 3.798 1.814 -2.970  -0.044
C -0.319 2.321 -2.549  -0.146
H 2.251 -1.246 -6.468  0.068
H -1.797 -0.325 -7.591  0.073
H -0.952 -1.475 -0.859  0.055
H 2.292 -0.161 -8.752  0.245
H 1.596 4.203 3.396  0.038
H -0.902 3.192 -0.392  0.116
H -0.082 -0.164 4.172  0.061
H 0.620 2.853 -2.599  0.093
H 4.615 -0.057 5.501  0.093
H 5.259 0.925 7.304  0.057
H -0.732 1.449 -4.547  0.110
H -5.764 2.618 1.628  0.044
H 2.399 -3.730 -4.692  0.050
H 0.977 -0.088 -2.375  0.127
H 0.034 1.507 3.379  0.117
H 4.079 3.773 4.526  0.059
H -3.648 -0.688 0.688  0.113
H 3.740 2.654 -3.518  0.071
H -0.802 0.332 -1.041  0.113
H -0.725 4.613 1.975  0.097
H -3.202 1.875 -1.109  0.082
H 1.323 0.165 -0.194  0.118
H -0.157 -3.103 -2.254  0.150
H 1.262 -2.570 -1.733  0.023
H -4.969 -0.894 3.690  0.200
H 3.953 1.341 3.451  0.123
H -3.062 0.894 -3.350  0.160
H 2.725 -3.891 -2.973  0.096
H 0.863 -2.642 2.690  0.105
H 4.368 -0.086 -0.223  0.097
H -6.793 0.265 2.784  0.068
H -3.073 -2.373 -3.357  0.103
H -0.184 -1.589 -5.579  0.053
H -2.644 4.483 3.813  0.075
H 2.989 0.282 -4.313  0.123
H 4.575 2.251 -1.005  0.130
H 3.705 -1.438 -2.005  0.062
H 1.373 0.859 4.104  0.083
H -2.632 0.390 3.755  0.123
H -0.813 -5.862 0.818  0.053
H -2.054 -4.206 -1.255  0.114
H 0.797 3.551 5.979  0.098
H -4.042 -0.267 -1.819  0.063
H -1.582 -2.879 3.579  0.151
H -0.657 -1.076 1.574  0.116
H -0.662 0.822 1.215  0.114
H 1.254 -1.422 -0.042  0.119
H -3.418 2.684 2.226  0.021
H 4.524 3.327 7.506  0.105
H -2.180 -3.154 0.844  0.109
H -1.629 4.029 6.049  0.166
H -0.428 -0.697 -3.211  0.105
H 1.188 -4.322 -3.744  0.104
H -2.800 -4.851 2.344  0.127
H 1.082 -4.722 0.663  0.068
H -0.161 0.282 -9.518  0.126

Charge: +1
Kohn-Sham gap (eV): 8.5
Total energy (eV): -57798.1968
HOMO energy (Eh): -0.373
LUMO (eV): -1.6445